Entry i
This record from OMol25 describes one molecule with the formula C4H8N2O2. The level of theory is ωB97M-V/def2-TZVPD.

Last column: Löwdin charge in e.
Geometry (Å):
1 H -2.82 -0.40 -0.04  0.084
2 N -1.83 -0.66 0.00  0.135
3 C -1.10 0.42 0.03  -0.258
4 C -1.69 1.80 0.00  -0.030
5 C 0.43 0.34 0.10  -0.389
6 O 1.06 1.39 0.10  0.062
7 N 1.01 -0.92 0.19  -0.140
8 C 2.43 -1.09 0.02  -0.025
9 O 0.31 -2.08 -0.21  -0.019
10 H -1.36 2.32 -0.89  0.094
11 H -2.79 1.75 -0.01  0.079
12 H -1.38 2.35 0.89  0.093
13 H 2.96 -0.42 0.70  0.094
14 H 2.70 -0.83 -1.01  0.097
15 H 2.71 -2.13 0.22  0.094
16 H -0.64 -1.83 -0.11  0.028

Calculated values
SMILES string = [H]/N=C(\C)C(=O)N(C)O
2S+1 = 1


Entry ii
This record from OMol25 describes one molecule with the formula C4H8N2O2. The level of theory is ωB97M-V/def2-TZVPD.

Last column: Löwdin charge in e.
Geometry (Å):
1 C -1.96 1.08 -1.28  -0.120
2 C -1.45 1.01 0.12  -0.121
3 C -0.35 0.37 0.57  -0.439
4 O -0.09 0.46 1.92  0.025
5 N 0.60 0.12 -0.43  0.169
6 C 1.23 -0.92 0.03  -0.486
7 N 1.92 -1.15 1.19  0.144
8 O 1.64 -1.81 -0.91  0.084
9 H -3.05 0.97 -1.28  0.065
10 H -1.72 2.06 -1.71  0.070
11 H -1.53 0.30 -1.92  0.059
12 H -1.98 1.64 0.83  0.103
13 H 0.41 -0.35 2.12  0.069
14 H 2.54 -1.94 1.07  0.118
15 H 2.48 -0.34 1.45  0.134
16 H 1.30 -1.50 -1.76  0.125

Calculated values
SMILES string = C/C=C(O)\N=C(/N)O
2S+1 = 1


Short version: entry i is the most stable of them.


Entry i
This record from OMol25 describes one molecule with the formula C4H5NO. The level of theory is ωB97M-V/def2-TZVPD.

Last column: Löwdin charge in e.
Geometry (Å):
1 O 0.19 1.69 2.14  0.188
2 C -0.12 1.01 1.27  -0.459
3 C -0.46 -0.37 0.81  -0.139
4 C 0.46 -0.90 -0.29  -0.095
5 C 0.10 0.48 -1.08  -0.081
6 N -0.75 0.92 0.06  0.061
7 H -1.10 -1.25 1.27  0.163
8 H -0.08 -1.74 -0.75  0.103
9 H 1.43 -1.10 -0.18  0.052
10 H 0.94 1.04 -1.33  0.081
11 H -0.61 0.21 -1.92  0.126

Calculated values
SMILES string = O=C1[C@@H]2CCN12
2S+1 = 1


Entry ii
This record from OMol25 describes one molecule with the formula C4H5NO. The level of theory is ωB97M-V/def2-TZVPD.

Last column: Löwdin charge in e.
Geometry (Å):
1 N 2.92 0.53 0.25  0.143
2 C 1.95 -0.06 0.06  -0.215
3 C 0.70 -0.79 -0.16  -0.124
4 C -0.48 -0.09 0.50  -0.315
5 C -1.32 0.85 -0.25  -0.103
6 O -1.75 -0.48 0.03  -0.031
7 H 0.80 -1.80 0.24  0.129
8 H 0.51 -0.88 -1.23  0.131
9 H -0.40 0.03 1.58  0.151
10 H -1.85 1.64 0.27  0.115
11 H -1.09 1.05 -1.30  0.119

Calculated values
SMILES string = N#CC[C@H]1CO1
2S+1 = 1


Short version: entry ii is the most stable of them.


Entry i
This record from OMol25 describes a 2-piece molecular cluster, C2H3NO2 overall. The level of theory is ωB97M-V/def2-TZVPD.

Last column: Löwdin charge in e.
Geometry (Å):
1 C 1.10 0.07 -0.14  -0.337
2 C -1.75 0.30 0.01  -0.167
3 N -0.70 0.93 -0.11  0.073
4 O 1.76 1.07 -0.02  0.061
5 O 1.65 -1.16 -0.13  0.101
6 H -2.68 0.86 0.07  0.066
7 H -1.78 -0.90 -0.09  0.121
8 H 2.40 -1.16 0.40  0.083

Calculated values
2S+1 = 1


Entry ii
This record from OMol25 describes one molecule with the formula C2H3NO2. The level of theory is ωB97M-V/def2-TZVPD.

Last column: Löwdin charge in e.
Geometry (Å):
1 H 1.04 1.61 -0.30  0.060
2 N 0.78 0.93 0.40  0.125
3 C -0.19 0.12 0.32  -0.452
4 O -0.73 -0.45 1.38  0.095
5 C -0.23 -0.64 -1.08  -0.191
6 O -0.73 -1.69 -1.32  0.110
7 H -0.54 0.09 2.17  0.125
8 H 0.59 0.03 -1.56  0.129

Calculated values
SMILES string = [H]/N=C(/O)C=O
2S+1 = 1


Entry iii
This record from OMol25 describes a 2-piece molecular cluster, C2H3NO2 overall. The level of theory is ωB97M-V/def2-TZVPD.

Last column: Löwdin charge in e.
Geometry (Å):
1 C 0.50 0.29 2.92  -0.639
2 C 0.07 -0.10 0.04  0.184
3 N 0.54 -0.73 2.05  0.131
4 O 1.01 1.21 3.44  0.169
5 O -0.61 -0.47 2.92  0.054
6 H 0.69 0.78 -0.01  0.034
7 H 0.40 -0.98 -0.45  0.029
8 H -0.99 0.05 0.18  0.039

Calculated values
2S+1 = 1


Short version: entry ii is the most stable of them.


Entry i
This record from OMol25 describes one molecule with the formula C2H3NO2. The level of theory is ωB97M-V/def2-TZVPD.

Last column: Löwdin charge in e.
Geometry (Å):
1 C -0.61 0.37 0.33  0.100
2 N 0.00 -0.75 0.05  -0.297
3 O -0.77 -1.76 -0.02  -0.101
4 C 1.45 -0.75 -0.24  -0.115
5 O 2.12 0.27 -0.03  0.069
6 H -1.65 0.41 0.31  0.077
7 H -0.08 1.29 0.70  0.112
8 H 1.70 -1.79 -0.59  0.156

Calculated values
SMILES string = C=[N+]([O-])C=O
2S+1 = 1


Entry ii
This record from OMol25 describes one molecule with the formula C2H3NO2. The level of theory is ωB97M-V/def2-TZVPD.

Last column: Löwdin charge in e.
Geometry (Å):
1 C 1.08 0.46 -0.44  0.057
2 C -0.05 0.79 0.19  -0.181
3 O -1.06 -0.07 0.43  -0.063
4 N -0.93 -1.45 0.20  0.014
5 O -1.91 -2.05 0.61  0.036
6 H 1.79 1.12 -0.79  0.033
7 H 1.49 -0.47 -0.62  0.037
8 H -0.42 1.67 0.42  0.068

Calculated values
SMILES string = C=CON=O
2S+1 = 1


Short version: entry i is the most stable of them.